Record 1
{
  "formula": "C4H7N2",
  "method": "ωB97M-V/def2-TZVPD",
  "energy_ha": -265.6809,
  "max_force_ha_per_bohr": 0.072,
  "de_lowest_kj_mol": 597.4,
  "e_homo_ev": -14.05,
  "total_charge": 1,
  "symbols": ["C", "C", "C", "C", "N", "N", "H", "H", "H", "H", "H", "H", "H"],
  "coordinates": [[1.6282, 0.0148, 0.4006], [-0.4304, 0.8302, -0.4778], [-1.5187, -0.3238, -0.3500], [-1.7544, -1.1789, 0.5734], [1.5561, -0.9458, -0.3938], [0.6109, 0.8846, 0.4134], [2.3030, 0.5703, 1.1443], [-0.1532, 0.6139, -1.4995], [-0.9203, 1.7170, -0.3766], [-2.0825, -0.1007, -1.2849], [2.4078, -1.4846, -0.6124], [-2.0442, -1.9901, 1.2839], [0.3977, 1.3932, 1.1796]],
  "nbo_charge": [0.28, -0.16, -0.34, 0.30, -0.69, -0.54, 0.19, 0.26, 0.24, 0.38, 0.39, 0.30, 0.40]
}

***

Record 2
{
  "formula": "C4H7N2",
  "method": "ωB97M-V/def2-TZVPD",
  "energy_ha": -265.5920,
  "s2": 2.007,
  "max_force_ha_per_bohr": 0.168,
  "de_lowest_kj_mol": 347.8,
  "spin_multiplicity": 3,
  "e_homo_ev": [-10.24, -15.99],
  "total_charge": 1,
  "symbols": ["C", "C", "C", "C", "N", "N", "H", "H", "H", "H", "H", "H", "H"],
  "coordinates": [[-0.5246, 1.2055, -0.0793], [0.7116, 0.4902, 0.4731], [0.0461, -0.7758, 0.4916], [-1.2782, -0.1180, -0.0193], [-2.4872, -0.2736, -0.0543], [1.1118, -0.6454, -0.5003], [-0.8199, 2.0690, 0.6619], [-0.3482, 1.6329, -1.1306], [1.4837, 0.8302, 0.9885], [0.1004, -1.4848, 1.3216], [-2.8200, -1.2485, 0.1533], [0.7426, -0.7566, -1.4060], [1.9085, -1.1522, -0.3080]],
  "nbo_charge": [-0.41, 0.00, -0.05, -0.06, -0.25, -0.53, 0.26, 0.25, 0.24, 0.26, 0.41, 0.44, 0.43]
}

***

Record 3
{
  "formula": "C4H7N2",
  "method": "ωB97M-V/def2-TZVPD",
  "energy_ha": -265.6232,
  "s2": 2.015,
  "max_force_ha_per_bohr": 0.102,
  "de_lowest_kj_mol": 266.1,
  "spin_multiplicity": 3,
  "e_homo_ev": [-11.43, -14.62],
  "total_charge": 1,
  "symbols": ["C", "C", "C", "C", "N", "N", "H", "H", "H", "H", "H", "H", "H"],
  "coordinates": [[-0.7928, -0.7445, 0.7096], [-0.7229, 1.5890, 1.2551], [-0.1418, -0.8570, -0.5915], [0.4186, 0.4292, -1.1918], [-0.8405, 0.3398, 1.3601], [1.3029, -0.5418, -0.6201], [-1.4878, -1.5937, 1.0949], [-0.3290, 2.0409, 2.0468], [-1.0256, 2.2074, 0.2823], [-0.3831, -1.7155, -1.1562], [0.3819, 0.3980, -2.2220], [1.8473, -0.3662, 0.2612], [1.7727, -1.1855, -1.2285]],
  "nbo_charge": [-0.05, -0.06, -0.15, 0.18, -0.33, -0.58, 0.24, 0.19, 0.18, 0.26, 0.20, 0.47, 0.44]
}